# C29H35F3N4O2P2Ti

C29H35F3N4O2P2Ti as an isolated structure (ωB97M-V/def2-TZVPD, OMol25).

Geometry as XYZ:
```
76
Properties=species:S:1:pos:R:3
Ti 0.088 -0.651 4.386
C -1.350 1.673 4.107
C -1.496 0.653 3.185
C -0.877 0.758 1.823
C 0.514 0.153 1.547
C 1.463 0.084 2.703
C 1.602 1.101 3.643
C 1.055 2.464 3.415
C -0.347 2.759 4.017
C 1.512 -1.925 4.999
H -2.094 1.790 4.899
H -2.309 -0.087 3.285
H -0.848 1.820 1.537
H -1.577 0.245 1.145
H 0.381 -0.858 1.133
H 0.954 0.732 0.717
H 2.225 -0.699 2.633
H 2.399 1.031 4.401
H 1.062 2.741 2.352
H 1.734 3.178 3.904
H -0.167 3.089 5.053
H -0.748 3.640 3.487
H 1.749 -1.806 6.071
H 2.439 -1.878 4.410
H 1.036 -2.914 4.845
P 1.576 -0.949 -2.169
P -1.864 -0.574 -2.030
N 2.978 0.070 -2.425
N 2.222 -2.261 -3.248
N -2.019 1.190 -2.217
N -3.465 -0.928 -2.685
C 0.558 -0.148 -3.494
C -0.853 -0.776 -3.570
C 3.832 0.412 -1.368
C 4.877 1.178 -1.874
C 4.685 1.291 -3.294
C 3.514 0.601 -3.600
C 2.424 -3.561 -2.784
C 2.898 -4.346 -3.832
C 3.006 -3.498 -4.975
C 2.583 -2.231 -4.599
C -1.625 1.965 -1.122
C -1.718 3.310 -1.452
C -2.125 3.370 -2.822
C -2.241 2.063 -3.285
C -4.301 -0.280 -3.600
C -5.389 -1.097 -3.897
C -5.222 -2.309 -3.141
C -4.042 -2.187 -2.421
H 1.030 -0.273 -4.480
H 0.520 0.937 -3.295
H -1.403 -0.315 -4.406
H -0.780 -1.863 -3.747
H 3.590 0.090 -0.372
H 5.684 1.616 -1.302
H 5.313 1.805 -3.999
H 3.016 0.477 -4.549
H 2.203 -3.803 -1.751
H 3.138 -5.390 -3.788
H 3.361 -3.763 -5.964
H 2.490 -1.336 -5.194
H -1.289 1.477 -0.236
H -1.504 4.120 -0.781
H -2.309 4.267 -3.395
H -2.462 1.700 -4.279
H -4.090 0.715 -3.954
H -6.202 -0.854 -4.571
H -5.899 -3.154 -3.139
H -3.557 -2.865 -1.733
F -2.083 1.252 8.014
C -1.658 -0.026 7.880
F -0.797 -0.282 8.890
F -2.718 -0.849 7.987
C -0.962 -0.281 6.500
O 0.122 0.320 6.191
O -1.446 -1.116 5.679
```

Computed properties:
Orbital gap (spin up / spin down), eV: 6.893 / 8.392
2S+1: 3
Total charge: 0

# C13H44N6O9

A 9-piece molecular cluster, C13H44N6O9 overall (ωB97M-V/def2-TZVPD, OMol25).

Geometry as XYZ:
```
72
Properties=species:S:1:pos:R:3
N -1.891 -1.689 -4.230
C -1.092 -2.226 -3.337
N -1.613 -3.265 -2.729
O 0.000 -1.507 -2.967
H -1.450 -0.826 -4.690
H -2.398 -2.237 -4.900
H -1.257 -3.720 -1.901
H -2.356 -3.800 -3.219
N -0.734 2.399 4.407
C -0.234 1.833 3.389
N -0.959 2.124 2.370
O 0.779 0.858 3.454
H -0.128 2.283 5.250
H -1.279 3.272 4.432
H -0.480 1.698 1.559
H -1.758 2.732 2.310
N 1.748 0.416 -2.488
C 1.626 1.665 -2.873
N 2.477 2.383 -2.281
O 0.714 2.172 -3.711
H 0.987 -0.279 -2.690
H 2.493 0.013 -2.024
H 2.733 3.171 -2.831
H 3.286 2.016 -1.793
C -3.762 0.181 2.062
C -4.769 -0.169 0.869
O -5.881 0.720 0.902
H -4.363 0.116 2.980
H -3.260 1.104 1.904
H -2.975 -0.545 2.249
H -5.234 -1.073 1.091
H -4.282 -0.252 -0.081
H -6.372 0.436 0.103
C 2.824 -3.062 -1.890
C 3.305 -2.902 -0.449
O 3.320 -1.509 -0.361
H 2.820 -4.081 -2.047
H 3.513 -2.709 -2.595
H 1.900 -2.656 -2.126
H 4.298 -3.304 -0.434
H 2.712 -3.463 0.258
H 2.526 -1.234 0.039
C -2.206 1.087 -2.514
C -3.107 1.863 -1.630
O -4.413 1.568 -2.064
H -2.283 0.010 -2.422
H -1.141 1.277 -2.194
H -2.425 1.403 -3.548
H -2.995 2.948 -1.690
H -2.946 1.793 -0.574
H -5.139 1.997 -1.573
C 2.702 -2.145 4.348
C 2.826 -2.028 2.844
O 1.563 -1.836 2.289
H 2.415 -3.146 4.711
H 1.895 -1.418 4.715
H 3.665 -1.825 4.840
H 3.353 -2.818 2.280
H 3.427 -1.157 2.644
H 1.343 -2.680 1.871
C 3.100 3.528 0.973
O 3.103 2.483 1.904
H 2.329 3.358 0.244
H 4.050 3.620 0.446
H 2.815 4.432 1.509
H 2.554 1.812 1.569
C -0.250 -0.050 0.198
O 0.493 1.067 -0.038
H 0.445 -0.777 0.356
H -0.754 -0.300 -0.658
H -0.903 -0.095 1.097
H 0.932 0.958 -0.910
```

Computed properties:
Orbital gap, eV: 8.887
Total charge: 0
SMILES: NC(N)=O.NC(N)=O.NC(N)=O.CCO.CCO.CCO.CCO.CO.CO
ΔE to the lowest compared entry with this formula, charge and spin, kcal/mol: 170.1

# C17H34FeO17

C17H34FeO17 as an isolated structure (ωB97M-V/def2-TZVPD, OMol25).

Geometry as XYZ:
```
69
Properties=species:S:1:pos:R:3
Fe 3.483 -2.233 0.195
O 4.489 -0.376 0.091
C 3.380 0.515 0.366
C 1.925 0.018 -0.093
O 1.574 -1.348 -0.048
H 3.514 1.469 -0.144
H 3.331 0.691 1.441
H 1.774 0.372 -1.112
H 1.210 0.614 0.473
C -1.959 -0.935 -0.404
O -3.159 -1.253 0.178
C -4.396 -0.979 -0.329
O -5.448 -1.472 0.142
O -4.328 -0.273 -1.374
C -5.432 0.295 -2.016
H -1.083 -1.474 -0.044
H -1.657 0.107 -0.298
H -1.941 -1.328 -1.420
H -5.006 0.734 -2.918
H -5.932 1.021 -1.375
H -6.162 -0.448 -2.339
C -0.898 2.650 -2.817
O -0.748 1.271 -2.960
C -1.189 0.690 -4.081
O -1.882 1.198 -5.004
O -0.744 -0.641 -4.049
C 0.156 -1.193 -3.151
H -1.921 2.979 -2.999
H -0.294 3.132 -3.585
H -0.695 2.971 -1.795
H 1.139 -0.795 -3.401
H 0.243 -2.274 -3.258
H -0.065 -0.888 -2.128
C -0.998 1.066 2.549
O -1.814 1.830 1.638
C -2.565 2.900 2.076
O -2.507 3.318 3.220
O -3.344 3.329 1.113
C -3.315 2.879 -0.232
H -0.186 1.650 2.982
H -0.414 0.260 2.104
H -1.555 0.716 3.418
H -4.112 3.182 -0.912
H -3.498 1.807 -0.169
H -2.328 2.968 -0.686
C 1.928 4.486 1.899
O 2.137 3.384 2.717
C 3.405 3.199 3.320
O 4.414 3.955 3.233
O 3.428 2.061 3.916
C 2.283 1.228 4.247
H 2.692 4.569 1.126
H 2.016 5.376 2.522
H 0.905 4.394 1.536
H 1.430 1.769 4.658
H 2.544 0.594 5.094
H 1.820 0.577 3.506
C -0.013 -4.385 -0.537
O 0.973 -5.380 -0.792
C 2.262 -5.234 -0.270
O 2.639 -4.174 0.294
O 2.949 -6.353 -0.654
C 4.304 -6.558 -0.362
H -1.038 -4.731 -0.666
H 0.103 -3.574 -1.256
H 0.141 -3.958 0.453
H 4.552 -6.275 0.661
H 4.985 -6.063 -1.055
H 4.495 -7.628 -0.440
```

Computed properties:
Orbital gap (spin up / spin down), eV: 8.029 / 5.296
2S+1: 6
Total charge: +1

Listing energy for the structures above in their given order: -3327.24204, -1527.23464, -3210.46426 Eh.
Listing strongest force on any atom for the structures above in their given order: 3.47, 8.67, 5.56 eV/Å.